No. 1
Entry from OMol25: a 4-piece molecular cluster, C24H30F3N2O2P overall (wB97M-V/def2-TZVPD).

The geometry in XYZ format:
```
62
Properties=species:S:1:pos:R:3:lowdin_charge:R:1
C -0.80 -2.24 -3.33 -0.100
C -0.65 -0.77 -2.93 -0.262
C 0.06 -0.52 -1.59 -0.508
C 1.54 -1.00 -1.65 -0.093
P -0.89 -1.13 -0.15 1.013
C 0.25 -1.07 1.30 -0.331
C 0.18 0.37 1.81 -0.359
N 1.30 0.72 2.70 0.002
O -1.14 -2.83 -0.42 -0.358
N -1.92 -3.48 0.54 -0.086
O -2.67 -2.79 1.10 -0.001
H -0.40 -2.94 -2.61 0.041
H -1.84 -2.47 -3.53 0.073
H -0.28 -2.42 -4.26 0.055
H -0.08 -0.24 -3.69 0.104
H -1.63 -0.31 -2.89 0.096
H 0.09 0.56 -1.45 0.089
H 1.70 -1.94 -1.14 0.055
H 1.84 -1.13 -2.68 0.063
H 2.19 -0.23 -1.26 0.071
H -0.18 -1.72 2.06 0.073
H 1.25 -1.39 1.06 0.073
H -0.75 0.48 2.36 0.097
H 0.19 1.02 0.94 0.078
H 1.16 1.69 2.95 0.058
H 2.14 0.74 2.13 0.051
F 2.98 2.81 1.02 0.043
C 2.50 4.07 1.05 -0.289
C 1.37 4.37 0.33 -0.019
C 0.87 5.67 0.37 -0.079
C 1.52 6.64 1.12 -0.094
C 2.66 6.31 1.84 -0.081
C 3.16 5.02 1.81 -0.017
H 0.88 3.60 -0.26 0.111
H -0.02 5.92 -0.19 0.106
H 1.13 7.65 1.15 0.102
H 3.17 7.07 2.42 0.105
H 4.04 4.74 2.37 0.118
F -1.93 3.32 3.23 0.048
C -3.13 2.88 3.66 -0.289
C -3.87 2.05 2.84 -0.020
C -5.10 1.59 3.29 -0.081
C -5.58 1.97 4.53 -0.098
C -4.82 2.81 5.34 -0.085
C -3.58 3.27 4.90 -0.020
H -3.47 1.77 1.87 0.115
H -5.68 0.93 2.66 0.106
H -6.54 1.61 4.87 0.100
H -5.19 3.11 6.31 0.104
H -2.97 3.92 5.52 0.117
F 1.91 -3.03 -4.37 0.040
C 2.08 -4.36 -4.15 -0.281
C 2.38 -5.17 -5.23 -0.016
C 2.56 -6.53 -5.01 -0.084
C 2.42 -7.05 -3.73 -0.096
C 2.10 -6.22 -2.67 -0.076
C 1.94 -4.86 -2.88 -0.014
H 2.48 -4.74 -6.21 0.117
H 2.80 -7.18 -5.84 0.104
H 2.55 -8.11 -3.57 0.101
H 1.99 -6.62 -1.67 0.107
H 1.70 -4.19 -2.06 0.103
```

Properties
total energy: -49887.942 eV
LUMO: 0.39 eV
gap between HOMO and LUMO: 8.618 eV
SMILES: CC[C@H](C)P(CCN)ON=O.Fc1ccccc1.Fc1ccccc1.Fc1ccccc1

---

No. 2
Entry from OMol25: a single CH3NO4S2 molecule (wB97M-V/def2-TZVPD).

The geometry in XYZ format:
```
11
Properties=species:S:1:pos:R:3:lowdin_charge:R:1
C 0.91 -1.28 -0.71 -0.105
N -1.62 0.03 0.18 -0.098
O -0.30 0.29 2.40 -0.201
O -1.35 2.28 1.53 -0.212
O -0.53 0.64 -2.01 -0.281
O 0.47 1.21 0.21 -0.354
S -0.77 1.03 1.34 0.480
S -0.38 0.10 -0.74 0.547
H 1.84 -0.70 -1.13 0.106
H 1.20 -1.54 0.31 0.051
H 0.53 -2.07 -1.38 0.068
```

Properties
total energy: -32427.201 eV
⟨S²⟩: 2.01
LUMO (spin up / spin down): 0.47 / -4.72 eV
2S+1: 3
gap between HOMO and LUMO (spin up / spin down): 6.097 / 7.468 eV

---

No. 3
Entry from OMol25: a single C18H22BrNO4 molecule (wB97M-V/def2-TZVPD).

The geometry in XYZ format:
```
46
Properties=species:S:1:pos:R:3:lowdin_charge:R:1
O 2.61 1.22 -3.08 0.170
C 2.52 0.66 -2.11 -0.616
N 1.33 0.60 -1.57 0.081
H 1.14 0.00 -0.68 0.137
C -0.01 0.85 -2.30 0.025
H 0.04 0.88 -3.18 -0.037
H -0.97 0.27 -1.68 0.168
C -0.33 2.51 -1.90 -0.070
C -0.65 2.72 -0.40 -0.224
C -1.80 2.60 0.16 -0.080
C -2.26 3.10 1.62 -0.233
C -1.16 3.68 2.25 -0.203
C 0.28 2.70 1.94 -0.161
C 0.61 3.10 0.60 -0.160
H 1.42 2.35 0.18 0.140
H 0.83 4.01 0.48 0.029
H 1.10 3.14 2.70 0.145
H 0.13 1.77 2.40 0.055
H -0.88 4.73 1.97 0.114
H -1.29 3.62 3.54 0.165
H -3.14 3.52 1.54 0.042
H -2.58 2.05 2.25 0.172
H -2.67 2.52 -0.43 0.089
H -1.23 2.87 -2.19 0.037
H 0.56 3.25 -2.31 0.169
C 3.64 0.12 -1.32 0.105
H 4.05 0.74 -0.79 0.032
H 4.30 -0.18 -2.05 0.127
O 3.10 -0.95 -0.26 0.028
C 3.46 -0.73 0.99 -0.473
O 3.88 0.44 1.32 0.046
C 3.04 -1.94 1.63 -0.266
O 2.21 -2.76 1.17 -0.006
C 0.90 -2.49 0.82 -0.160
C 0.09 -3.32 0.13 -0.002
C -1.12 -2.70 -0.20 -0.264
C -1.62 -1.64 -0.06 -0.602
C -0.87 -0.74 1.10 -0.025
C 0.40 -1.07 1.21 -0.015
H 0.89 -0.28 1.86 0.131
H -1.18 0.14 1.25 -0.019
Br -3.54 -1.06 -0.18 0.628
H -1.87 -3.63 -0.77 0.207
H 0.48 -4.35 -0.11 0.155
H 2.61 -1.51 2.67 0.181
H 4.15 -2.55 1.90 0.235
```

Properties
total energy: -98730.508 eV
LUMO: 0.19 eV
gap between HOMO and LUMO: 9.129 eV
SMILES: O=C(COC(=O)COc1ccc(Br)cc1)NCCC1=CCCCC1

---

No. 4
Entry from OMol25: a 2-piece molecular cluster, CFN4S overall (wB97M-V/def2-TZVPD).

The geometry in XYZ format:
```
7
Properties=species:S:1:pos:R:3:lowdin_charge:R:1
C 0.18 0.03 0.33 -0.945
N 0.82 -0.79 -0.55 -0.010
N -0.75 -0.69 1.01 -0.020
N 0.27 -1.94 -0.38 -0.082
N -0.65 -1.89 0.54 -0.085
F -0.38 3.63 -1.54 -0.719
S 0.51 1.65 0.59 0.861
```

Properties
ΔE to the lowest compared entry with this formula, charge and spin: 63.4 kcal per mole
total energy: -20547.125 eV
LUMO (spin up / spin down): -0.05 / -0.06 eV
gap between HOMO and LUMO (spin up / spin down): 5.426 / 5.358 eV
charge: -1

---

No. 5
Entry from OMol25: C10H24ClO3P2Ti as an isolated structure (wB97M-V/def2-TZVPD).

The geometry in XYZ format:
```
41
Properties=species:S:1:pos:R:3:lowdin_charge:R:1
C 0.31 -0.13 -5.65 -0.048
C 0.25 0.21 -4.19 -0.800
H 1.36 -0.16 -5.95 0.107
H -0.21 0.64 -6.24 0.113
H -0.14 -1.12 -5.83 0.103
O 1.18 0.52 -3.48 0.008
Cl -1.40 0.10 -3.51 0.642
Ti -0.27 0.03 1.05 0.874
P -0.17 2.37 0.35 0.791
C 1.07 3.49 1.08 -0.190
C -0.18 2.83 -1.40 -0.202
H -0.33 3.92 -1.44 0.096
H -1.72 4.11 0.80 0.095
H -1.01 2.32 -1.91 0.021
H -2.58 2.57 0.48 0.076
H 2.06 3.25 0.68 0.075
H 0.76 2.54 -1.87 0.063
C -1.73 3.03 0.99 -0.191
H 0.77 4.51 0.81 0.091
H -1.82 2.86 2.07 0.069
H 1.07 3.39 2.17 0.075
P 0.05 -2.36 0.66 0.794
C 1.36 -3.27 1.55 -0.193
C -1.45 -3.09 1.39 -0.195
H -0.72 -2.72 -1.61 0.058
H -0.03 -4.21 -0.86 0.093
H 1.06 -2.91 -1.47 0.079
C 0.09 -3.12 -1.00 -0.190
H -2.34 -2.79 0.83 0.075
H -1.34 -4.18 1.34 0.094
H 1.15 -4.34 1.43 0.091
H 1.33 -3.02 2.62 0.070
H -1.56 -2.78 2.44 0.067
H 2.34 -3.02 1.13 0.074
C 1.69 0.12 1.09 -0.076
O 2.85 0.18 1.06 0.277
C -0.32 0.04 4.15 -0.033
O -0.66 0.08 2.77 -0.313
H 0.43 -0.72 4.37 0.115
H -1.27 -0.16 4.66 0.125
H 0.09 1.01 4.46 0.118
```

Properties
ΔE to the lowest compared entry with this formula, charge and spin: 0.0 kcal per mole
total energy: -71087.343 eV
LUMO: -14.06 eV
gap between HOMO and LUMO: 4.780 eV
charge: +3

---

No. 6
Entry from OMol25: a 2-piece molecular cluster, C2H7NOSi overall (wB97M-V/def2-TZVPD).

The geometry in XYZ format:
```
12
Properties=species:S:1:pos:R:3:lowdin_charge:R:1
C 0.81 -2.02 1.79 -0.476
C -0.26 1.10 -1.00 -0.269
N 0.76 -1.05 0.79 -0.160
O 0.48 -1.73 2.92 -0.001
Si -0.09 0.46 0.68 0.483
H 0.92 -3.07 1.32 0.125
H 0.42 0.96 -1.76 -0.010
H -1.22 0.62 -1.29 0.028
H -0.54 2.20 -0.95 0.057
H 1.21 -1.70 -0.53 0.286
H -1.48 0.50 1.37 -0.007
H 0.82 1.30 1.36 -0.056
```

Properties
ΔE to the lowest compared entry with this formula, charge and spin: 69.5 kcal per mole
total energy: -13600.443 eV
LUMO: -0.40 eV
gap between HOMO and LUMO: 9.591 eV

---

The highest total energy belongs to which entry?
C2H7NOSi